{
  "formula": "C28H41F5N4OP2SiTi",
  "method": "ωB97M-V/def2-TZVPD",
  "de_lowest_kcal_mol": 0.0,
  "gap_ev": 7.24,
  "total_charge": 2,
  "e_lumo_ev": -6.545,
  "e_tot_ha": -3706.51400,
  "homo_ev": -13.782,
  "elements": ["Ti", "C", "P", "C", "C", "C", "C", "C", "C", "C", "P", "C", "C", "H", "H", "H", "H", "H", "H", "H", "H", "H", "H", "H", "H", "H", "H", "H", "H", "N", "C", "C", "C", "N", "H", "H", "H", "H", "H", "H", "H", "H", "H", "H", "C", "C", "C", "C", "C", "C", "N", "N", "Si", "C", "C", "C", "H", "H", "H", "H", "H", "H", "H", "H", "H", "H", "H", "H", "H", "H", "H", "F", "C", "C", "F", "C", "F", "C", "O", "C", "F", "C", "F"],
  "xyz": [[0.31, 0.48, 0.11], [-2.18, -0.50, 2.93], [-2.12, -0.11, 1.15], [-3.41, 1.17, 1.02], [-2.83, -1.56, 0.32], [-4.20, -1.80, 0.29], [-4.70, -2.91, -0.37], [-3.83, -3.79, -1.00], [-2.46, -3.57, -0.96], [-1.95, -2.45, -0.31], [-0.19, -2.07, -0.18], [0.61, -2.88, -1.59], [0.32, -3.09, 1.24], [-3.18, -0.85, 3.18], [-1.99, 0.40, 3.53], [-1.47, -1.28, 3.21], [-4.23, 0.91, 1.69], [-3.79, 1.24, 0.01], [-3.02, 2.15, 1.32], [-4.89, -1.11, 0.77], [-5.76, -3.09, -0.40], [-4.22, -4.66, -1.52], [-1.80, -4.26, -1.46], [0.44, -3.96, -1.56], [1.69, -2.71, -1.54], [0.23, -2.47, -2.52], [0.01, -4.13, 1.06], [-0.16, -2.75, 2.15], [1.40, -3.05, 1.36], [0.46, 1.12, 2.21], [-0.06, 2.48, 2.55], [0.92, 3.55, 2.10], [1.09, 3.63, 0.60], [1.60, 2.36, 0.03], [0.04, 0.43, 2.82], [1.45, 1.10, 2.44], [-0.22, 2.55, 3.63], [-1.03, 2.62, 2.06], [1.89, 3.38, 2.59], [0.57, 4.52, 2.46], [1.77, 4.45, 0.35], [0.13, 3.84, 0.12], [2.53, 2.15, 0.39], [1.71, 2.49, -0.97], [0.54, 0.79, -3.73], [1.66, 0.23, -2.92], [2.86, -0.10, -3.52], [3.92, -0.58, -2.74], [3.77, -0.72, -1.38], [2.53, -0.39, -0.81], [1.51, 0.06, -1.58], [2.16, -0.41, 0.50], [3.31, -0.84, 1.79], [4.54, 0.56, 1.93], [2.40, -0.99, 3.42], [4.17, -2.46, 1.46], [0.89, 1.05, -4.73], [0.12, 1.68, -3.27], [-0.26, 0.06, -3.84], [2.98, 0.03, -4.58], [4.86, -0.83, -3.21], [4.59, -1.06, -0.77], [4.07, 1.48, 2.29], [5.04, 0.78, 0.99], [5.32, 0.31, 2.66], [2.24, -0.05, 3.95], [3.05, -1.57, 4.08], [1.45, -1.53, 3.37], [5.04, -2.37, 0.81], [3.52, -3.23, 1.04], [4.54, -2.85, 2.41], [-5.26, 2.56, -3.89], [-4.17, 2.33, -3.18], [-3.62, 1.05, -3.13], [-4.18, 0.06, -3.81], [-2.49, 0.82, -2.38], [-1.97, -0.42, -2.34], [-1.87, 1.83, -1.65], [-0.80, 1.61, -0.88], [-2.43, 3.10, -1.72], [-1.88, 4.09, -1.00], [-3.57, 3.36, -2.46], [-4.09, 4.57, -2.49]],
  "lowdin_charge": [0.8889, -0.2121, 0.9237, -0.1940, -0.3805, -0.0576, -0.0311, -0.0283, -0.0527, -0.3898, 0.9072, -0.1955, -0.1965, 0.0703, 0.0552, 0.0410, 0.0660, 0.0515, 0.0526, 0.1118, 0.1233, 0.1238, 0.1107, 0.0630, 0.0509, 0.0637, 0.0738, 0.0338, 0.0169, -0.0584, -0.1892, -0.1537, -0.1880, -0.0130, 0.0519, 0.0502, 0.1336, 0.1000, 0.1239, 0.1352, 0.1343, 0.1028, 0.0990, 0.1103, 0.0104, -0.2851, -0.0070, -0.0094, -0.0106, -0.4780, -0.0038, -0.1700, 0.4282, -0.1506, -0.1585, -0.1509, 0.0987, 0.0820, 0.0871, 0.1252, 0.1291, 0.0913, 0.0250, 0.0390, 0.0532, 0.0352, 0.0542, 0.0166, 0.0356, 0.0321, 0.0500, 0.1679, -0.1259, -0.1294, 0.1557, -0.1627, 0.0864, -0.2738, -0.2343, -0.1393, 0.1206, -0.1280, 0.1651]
}